# C26H27Cl2IN7O2V

A molecular structure, C26H27Cl2IN7O2V (the ωB97M-V functional and the def2-TZVPD basis, the Open Molecules 2025 dataset).

Geometry as ORCA input:
```
! RIJCOSX wB97M-V def2-TZVPD def2/J DEFGRID3
* xyz 2 1
V -0.4675 -0.6445 -1.0974
C 3.9802 -0.1145 -1.8598
C 3.5447 -0.3582 -0.4456
N 4.4521 -0.5192 0.4910
C 4.0827 -0.6771 1.7731
C 2.7747 -0.6662 2.2003
C 2.4513 -0.8647 3.6671
O 1.5641 0.1256 4.1740
C 1.7786 -0.5129 1.2133
C 0.3825 -0.4231 1.6179
N -0.6705 -0.4742 0.8666
C -1.9967 -0.4546 1.4343
C -2.1965 -0.6052 2.8054
C -3.4613 -0.5780 3.3644
C -4.5808 -0.4154 2.5629
C -4.4199 -0.3204 1.1891
C -3.1485 -0.3546 0.6428
I -3.1725 -0.4066 -1.4932
C 2.1743 -0.3796 -0.1216
O 1.2391 -0.1867 -1.0525
H 5.0316 -0.3672 -1.9633
H 3.8605 0.9433 -2.1097
H 3.3905 -0.6851 -2.5770
H 4.8935 -0.8092 2.4793
H 3.3817 -0.8909 4.2336
H 1.9617 -1.8304 3.8099
H 2.0654 0.8373 4.5839
H 0.2441 -0.2618 2.6811
H -1.3553 -0.7464 3.4692
H -3.5662 -0.6924 4.4342
H -5.5728 -0.3845 2.9909
H -5.2857 -0.2333 0.5470
C -1.6665 2.5618 -0.5130
N -0.5666 1.8038 -1.2200
C -0.6699 2.1457 -2.6802
N -0.6224 3.5668 -2.9286
C -1.7262 4.2123 -2.2067
N -1.6248 3.9800 -0.7610
C -0.3487 4.5160 -0.2873
N 0.7675 3.8643 -0.9730
C 0.7204 2.4461 -0.7374
C 0.6411 4.1032 -2.4137
H -1.5639 2.3710 0.5583
H -2.6265 2.1873 -0.8567
H -1.6174 1.7538 -3.0611
H 0.1622 1.6612 -3.2025
H -2.6768 3.8192 -2.5714
H -1.6949 5.2838 -2.3972
H -0.2617 4.3465 0.7874
H -0.3132 5.5871 -0.4797
H 0.8055 2.2407 0.3331
H 1.5503 1.9861 -1.2668
H 1.4740 3.6279 -2.9348
H 0.6748 5.1749 -2.6031
Cl 2.1314 -3.2554 -2.1213
C 0.8627 -4.2375 -1.5068
C 0.9810 -5.6083 -1.5255
C -0.0566 -6.3872 -1.0246
C -1.2082 -5.8092 -0.5017
C -1.3315 -4.4377 -0.4913
Cl -2.7372 -3.7122 0.1827
C -0.3059 -3.6211 -1.0060
N -0.4178 -2.2663 -1.0338
H 1.8743 -6.0660 -1.9259
H 0.0360 -7.4646 -1.0371
H -2.0037 -6.4232 -0.1046
*
```

Values from the calculation:
- E_HOMO (alpha / beta): -13.9 / -13.9 eV
- Orbital gap (alpha / beta): 0.2074 / 0.2073 Ha
- E: -3702.2487 hartree

Atomic partial charges in e from the Löwdin method, atoms 1 to 2:
1 V 0.812
2 C -0.001

# C26H27Cl6N4O4PPtS

A molecular structure, C26H27Cl6N4O4PPtS (the ωB97M-V functional and the def2-TZVPD basis, the Open Molecules 2025 dataset).

Geometry as ORCA input:
```
! RIJCOSX wB97M-V def2-TZVPD def2/J DEFGRID3
* xyz 2 1
Pt -0.4464 -0.1757 -0.5035
O 2.3101 4.5720 1.9849
C 3.2068 3.8406 1.3727
O 4.3855 4.0427 1.4568
C 2.7145 2.6824 0.5272
C 3.5521 1.8978 -0.2766
Cl 5.2166 2.1227 -0.4374
N 2.7880 0.9318 -0.8713
N 1.5174 1.0641 -0.4635
C 1.4498 2.0948 0.3644
C 0.1029 2.4597 0.8965
O -0.0765 3.5313 1.4567
O -0.8476 1.6183 0.6999
C 3.1282 -0.0810 -1.8374
C 4.4111 -0.2020 -2.3635
C 4.6969 -1.1924 -3.2901
C 3.7125 -2.0690 -3.7097
C 2.4332 -1.9537 -3.1919
C 2.1397 -0.9685 -2.2693
H 1.3797 4.2988 1.8324
H 5.1873 0.4760 -2.0689
H 5.6980 -1.2679 -3.6902
H 3.9374 -2.8320 -4.4414
H 1.6599 -2.6384 -3.5106
H 1.1205 -0.8890 -1.8927
Cl -3.3397 0.1022 1.0933
C -3.3597 -0.9712 -0.2480
C -2.2064 -1.0985 -1.0320
C -2.2473 -2.0007 -2.0843
Cl -0.8380 -2.1304 -3.0564
C -3.3606 -2.7882 -2.3505
Cl -3.3340 -3.9191 -3.6251
C -4.5052 -2.6476 -1.5509
Cl -5.8769 -3.6007 -1.8446
C -4.5061 -1.7216 -0.4944
Cl -5.8895 -1.5458 0.4904
C 2.6964 -2.2837 0.9841
C 1.9733 -1.4270 2.0238
P 0.1959 -1.1323 1.6877
C -0.3585 -0.0814 3.0802
C -0.3127 -0.7759 4.4423
C -0.7028 -2.7137 1.9260
C -0.6428 -3.6968 0.7559
H 3.7646 -2.2909 1.1938
H 2.5491 -1.8989 -0.0245
H 2.3478 -3.3137 1.0152
H 2.4385 -0.4398 2.1001
H 2.0322 -1.8974 3.0079
H -1.3698 0.2565 2.8564
H 0.2791 0.8060 3.0934
H -0.9720 -1.6400 4.4900
H -0.6436 -0.0661 5.1983
H 0.6970 -1.0872 4.7050
H -1.7412 -2.4353 2.1265
H -0.2929 -3.1761 2.8269
H -1.0092 -3.2396 -0.1625
H -1.2679 -4.5602 0.9774
H 0.3692 -4.0561 0.5839
S -1.0448 1.7934 -2.3626
C -2.1564 2.7679 -1.4831
N -1.8979 3.9841 -1.0377
C -3.0059 4.5164 -0.2369
C -4.1321 3.5066 -0.5294
N -3.4108 2.4384 -1.2270
H -0.9875 4.4128 -1.0354
H -3.2492 5.5295 -0.5485
H -2.7181 4.5302 0.8153
H -4.9020 3.9279 -1.1761
H -4.6034 3.1268 0.3753
H -3.8358 1.5742 -1.5128
*
```

Values from the calculation:
- E_HOMO (alpha / beta): -14.5 / -14.5 eV
- Orbital gap (alpha / beta): 0.1677 / 0.1671 Ha
- E: -5146.3907 hartree

Atomic partial charges in e from the Löwdin method, atoms 1 to 2:
1 Pt 1.092
2 O 0.167

# C26H27F2N2O

2 unconnected molecules or ions with the total composition C26H27F2N2O (the ωB97M-V functional and the def2-TZVPD basis, the Open Molecules 2025 dataset).

Geometry as ORCA input:
```
! RIJCOSX wB97M-V def2-TZVPD def2/J DEFGRID3
* xyz 1 1
F -3.4392 3.9242 -2.5735
C -3.3267 2.5921 -2.2503
C -4.4797 1.8091 -2.2808
C -4.3414 0.4398 -2.0132
C -3.0911 -0.1158 -1.7825
C -1.9353 0.6979 -1.6700
C -0.6702 0.1148 -1.3343
C 0.5510 0.7473 -1.5828
C 1.7600 0.0595 -1.6409
C 3.0321 0.6467 -1.9516
C 3.1785 2.0437 -2.1804
C 4.4442 2.5576 -2.4235
F 4.5772 3.9147 -2.6042
C 5.5955 1.7732 -2.4813
C 5.4445 0.3890 -2.2967
C 4.1974 -0.1660 -2.0385
C -2.0700 2.0865 -1.9446
H -5.4435 2.2569 -2.5139
H -5.2219 -0.2031 -2.0050
H -2.9802 -1.1954 -1.6643
H -0.6447 -0.9532 -1.1122
H 0.5529 1.8161 -1.8067
H 1.7415 -1.0195 -1.4650
H 2.3155 2.7053 -2.1443
H 6.5633 2.2287 -2.6663
H 6.3223 -0.2546 -2.3630
H 4.0828 -1.2466 -1.9113
H -1.2097 2.7527 -1.9109
C 3.0611 -1.9693 2.2380
C 2.5050 -0.6691 1.7108
N 1.0947 -0.4058 2.0482
C 0.8389 0.1221 3.4024
C 0.6898 1.6343 3.4641
C 0.1258 -1.1567 1.3704
C -1.1892 -0.5816 1.2867
N -2.3259 -1.3827 1.2633
C -2.2995 -2.6560 0.7205
C -3.4764 -3.3177 0.4356
C -4.7115 -2.7305 0.7082
C -4.7218 -1.4645 1.3046
C -3.5466 -0.8140 1.5903
O 0.4669 -2.2049 0.7737
H 4.0854 -2.0808 1.8708
H 3.0666 -1.9703 3.3322
H 2.4620 -2.8067 1.8732
H 3.0685 0.1832 2.1114
H 2.5853 -0.6419 0.6173
H -0.0746 -0.3533 3.7917
H 1.6897 -0.1916 4.0313
H 0.5885 1.9369 4.5115
H 1.5674 2.1278 3.0334
H -0.2040 1.9654 2.9271
H -1.3542 0.4136 1.6935
H -1.3185 -3.0550 0.4976
H -3.3880 -4.3004 -0.0231
H -5.6392 -3.2456 0.4643
H -5.6597 -0.9649 1.5383
H -3.4916 0.1785 2.0250
*
```

Values from the calculation:
- E_HOMO: -10.4 eV
- Orbital gap: 0.1869 Ha
- E: -1391.1289 hartree

Atomic partial charges in e from the Löwdin method, atoms 1 to 2:
1 F 0.053
2 C -0.224

# C26H27N3O2

C26H27N3O2 in the gas phase (the ωB97M-V functional and the def2-TZVPD basis, the Open Molecules 2025 dataset).

Geometry as ORCA input:
```
! RIJCOSX wB97M-V def2-TZVPD def2/J DEFGRID3
* xyz 0 1
O -0.1456 -0.1355 -4.3270
C -0.6478 0.1980 -3.2739
N -0.2876 -0.2850 -2.0573
C 0.6446 -1.2830 -1.7837
C 1.0807 -2.2056 -2.7312
C 1.9777 -3.1984 -2.3823
C 2.4541 -3.2974 -1.0863
C 2.0447 -2.3782 -0.1357
C 1.1546 -1.3758 -0.4796
O 0.7409 -0.4771 0.4984
C 1.3619 0.7292 0.5590
C 2.3532 1.1576 -0.3195
C 2.8798 2.4280 -0.1500
C 2.3995 3.2192 0.8802
N 1.4686 2.8089 1.7281
C 0.9688 1.6012 1.5796
H 0.2261 1.2826 2.2960
H 2.7740 4.2198 1.0448
H 3.6489 2.7913 -0.8138
H 2.7020 0.5130 -1.1140
H 2.4085 -2.4190 0.8801
H 3.1485 -4.0776 -0.8156
H 2.3021 -3.9044 -3.1317
H 0.7134 -2.1279 -3.7408
H -0.7925 0.1157 -1.2557
C -1.7545 1.2536 -3.2287
C -2.8182 0.9871 -2.1620
N -2.2640 1.1310 -0.8246
C -1.8032 2.4939 -0.6065
C -0.6957 2.8520 -1.5940
C -1.1653 2.6573 -3.0311
H -1.9408 3.3927 -3.2612
H -0.3385 2.8109 -3.7263
H 0.1780 2.2289 -1.4020
H -0.4002 3.8903 -1.4343
H -2.6380 3.2099 -0.7142
H -1.4158 2.5682 0.4117
C -3.1889 0.6812 0.2161
C -2.4434 0.3490 1.4742
C -1.8957 -0.8482 1.6706
C -1.0861 -1.2684 2.8041
C -0.3583 -2.4550 2.7017
C 0.4620 -2.8762 3.7299
C 0.5635 -2.1259 4.8898
C -0.1660 -0.9547 5.0131
C -0.9822 -0.5290 3.9829
H -1.5526 0.3802 4.1015
H -0.0963 -0.3694 5.9186
H 1.2039 -2.4537 5.6954
H 1.0235 -3.7941 3.6290
H -0.4291 -3.0412 1.7964
H -2.0172 -1.6009 0.9003
H -2.3386 1.1439 2.1974
H -3.9628 1.4408 0.4132
H -3.6828 -0.2213 -0.1544
H -3.6620 1.6822 -2.3223
H -3.1974 -0.0330 -2.2733
H -2.2300 1.2168 -4.2147
*
```

Values from the calculation:
- E_HOMO: -8.5 eV
- Orbital gap: 0.3365 Ha
- E: -1321.7221 hartree

Atomic partial charges in e from the Löwdin method, atoms 1 to 2:
1 O 0.074
2 C -0.430